Computed, not measured: a molecular structure, C4H11NO3, with ωB97M-V with the def2-TZVPD basis set.

Calculated values
HOMO energy in eV: -7.68
HOMO-LUMO gap in Ha: 0.10060
Energy above the lowest of the compared OMol25 structures with the same formula, charge and spin in kJ/mol: 1217.7
Net charge: 0
Electronic energy in eV: -11947.488

The geometry in XYZ format:
```
19
Properties=species:S:1:pos:R:3:forces:R:3:lowdin_charge:R:1
O 1.2666 0.2554 0.5773 -0.655 -0.755 0.142 -0.103
C 0.2698 -0.6110 0.7801 0.543 0.730 -2.048 -0.287
C 0.7600 -1.6288 1.9134 -0.222 -2.876 2.471 -0.376
C 1.5219 -0.9640 2.9918 -0.021 -1.888 -1.665 0.110
N 0.7971 -2.9502 1.7781 -0.783 2.839 -0.072 0.133
C -2.2233 1.7338 -3.6184 0.125 0.645 -0.952 -0.263
O -1.9706 1.2461 -2.4065 -0.086 -0.228 0.084 -0.134
H 0.0785 -1.2857 -0.0708 0.084 0.045 0.105 0.129
H -0.6699 -0.1361 1.0644 -0.285 -0.098 0.703 0.135
H 1.6244 0.1035 3.0839 -0.328 0.254 -0.476 0.099
H 1.8732 -1.5937 3.8381 -0.214 0.330 -0.998 0.116
H 2.0486 -1.3306 1.9096 1.903 1.368 1.613 0.178
H 0.1193 -3.5208 2.2631 -0.179 -0.041 -0.055 0.072
H -2.6274 0.9890 -4.3461 0.108 0.483 0.385 0.083
H -1.3824 2.3369 -4.0891 -0.166 -0.666 0.375 0.107
H -2.9426 2.6078 -3.5501 -0.076 -0.509 0.104 0.117
H 0.5433 1.4027 -0.5379 -0.147 -0.293 0.111 -0.023
H -0.7554 1.7258 -1.5723 0.350 -0.374 0.408 -0.041
O 0.0225 2.0443 -1.0454 0.047 1.032 -0.234 -0.053
```
Positions in Å, forces in eV/Å.